1.
# C33H31Br2Cl2F3N3O2Pm

C33H31Br2Cl2F3N3O2Pm as an isolated structure (the ωB97M-V functional and the def2-TZVPD basis, OMol25).

Properties
* charge: +2
* energy above the lowest of the compared OMol25 structures with the same formula, charge and spin: 65.5 kJ/mol
* highest occupied orbital energy (spin up / spin down): -12.17 / -12.19 eV
* multiplicity: 5
* Kohn-Sham gap (spin up / spin down): 5.128 / 5.158 eV
* E_LUMO (spin up / spin down): -0.259 / -0.258 Ha

The geometry in XYZ format:
```
77
C33H31Br2Cl2F3N3O2Pm (the ωB97M-V functional and the def2-TZVPD basis)
Pm 0.3221 0.2740 0.9064
C -0.9536 -1.6911 3.4243
O 0.1426 -0.9582 2.8295
C 1.4197 -1.2031 3.4453
C 2.3620 -0.0094 3.2191
O 2.5150 0.3905 1.8639
C 3.8848 0.8523 1.6737
H -1.4227 -1.1132 4.2522
H -0.5664 -2.6601 3.7549
H -1.7374 -1.8789 2.7137
H 1.8858 -2.0644 3.0220
H 1.2668 -1.4270 4.5378
H 3.3467 -0.3887 3.6072
H 1.9360 0.8516 3.8334
H 4.0728 0.8802 0.6000
H 4.5753 0.0744 2.0498
H 3.9488 1.7878 2.1971
Br 2.1308 6.5497 -4.1814
C 1.5748 5.1305 -3.0066
C 0.2665 4.5276 -2.9683
C -0.1225 3.7928 -1.8773
C 0.8251 3.4411 -0.8230
C 2.1434 3.9974 -0.9103
C 2.5223 4.7808 -2.0362
N 0.3093 2.7559 0.2510
C 0.3715 3.2472 1.4693
C -0.5676 2.8124 2.4729
C -0.7141 3.5735 3.7013
C -1.6053 3.1404 4.6614
C -2.4315 2.0271 4.3427
C -2.2225 1.3443 3.2003
N -1.2909 1.6565 2.2231
H -0.4168 4.7659 -3.7697
H -1.1800 3.4175 -1.7840
H 2.7909 3.7634 -0.0312
H 3.4993 5.2915 -2.1085
H 1.2315 3.9272 1.7454
H -0.0889 4.4901 3.7438
H -1.6350 3.6294 5.6682
H -3.2273 1.6834 5.0470
H -2.8276 0.4293 3.0847
Br 2.1516 0.5394 -1.5061
C 0.9659 -0.3447 -2.7723
C 1.4129 -1.1333 -3.8021
C 0.5358 -1.5273 -4.8608
C -0.8111 -1.0901 -4.8441
C -1.3089 -0.3101 -3.7383
C -2.5869 0.1966 -3.7707
C -3.1826 0.6962 -2.5843
C -2.3809 0.7897 -1.4192
C -1.0189 0.4655 -1.5171
C -0.4186 -0.0371 -2.6904
H 2.4526 -1.4485 -3.7845
H 0.8816 -2.1178 -5.6813
H -1.5647 -1.3692 -5.6029
H -3.2420 0.2051 -4.6515
H -4.2001 1.0358 -2.5633
H -2.7936 1.1778 -0.5031
Cl -3.8359 -1.0396 0.8976
C -4.9457 -1.9453 -0.1958
Cl -4.7926 -3.7239 -0.0231
H -4.5191 -1.6598 -1.1884
H -6.0069 -1.6645 -0.0299
F 1.0357 -7.1428 -0.3342
C 1.4134 -6.2017 -1.2950
F 0.8425 -6.5331 -2.5023
F 2.7892 -6.2062 -1.4600
C 1.0126 -4.8349 -0.8927
C -0.3098 -4.4925 -0.6334
C -0.6182 -3.2023 -0.2208
N 0.3250 -2.2866 0.1319
C 1.5954 -2.6690 -0.1307
C 2.0228 -3.8585 -0.6337
H -1.1423 -5.2327 -0.6278
H -1.6217 -2.9703 0.1319
H 2.3996 -1.9172 0.0330
H 3.1302 -4.0394 -0.7798
```

Löwdin atomic charge list, values in e, 5 entries:
1. Pm 1.6477
2. C -0.0286
3. O -0.4089
4. C -0.1495
5. C -0.1883

***

2.
# C33H31F2N4OPRuS2

C33H31F2N4OPRuS2 as an isolated structure (the ωB97M-V functional and the def2-TZVPD basis, OMol25).

Properties
* charge: +1
* energy above the lowest of the compared OMol25 structures with the same formula, charge and spin: 121.6 kJ/mol
* highest occupied orbital energy (spin up / spin down): -8.88 / -8.86 eV
* multiplicity: 2
* Kohn-Sham gap (spin up / spin down): 5.160 / 5.233 eV
* E_LUMO (spin up / spin down): -0.137 / -0.133 Ha

The geometry in XYZ format:
```
75
C33H31F2N4OPRuS2 (the ωB97M-V functional and the def2-TZVPD basis)
Ru -0.6798 0.1797 0.2688
S 3.2166 -2.1923 2.6079
C 3.9082 -2.7645 1.1409
C 3.1024 -2.5457 0.0714
C 1.8889 -1.9057 0.4208
C 1.7889 -1.6281 1.7774
C 0.6889 -1.0880 2.5107
C 0.8881 -0.5770 3.8098
C -0.1908 -0.2928 4.6041
C -1.4750 -0.5947 4.1197
C -1.6078 -1.0074 2.8161
N -0.5709 -1.1694 1.9752
H 4.8689 -3.2389 1.1600
H 3.3404 -2.8400 -0.9359
H 1.8988 -0.4126 4.1524
H -0.0568 0.1284 5.5869
H -2.3435 -0.4864 4.7469
H -2.5816 -1.2290 2.3986
O 1.7187 -0.7018 -1.5788
N 0.9867 -1.4065 -0.5490
C 0.0683 -2.2892 -1.1050
C -0.4838 -2.1363 -2.3849
C -0.9568 -3.2999 -3.0469
C -1.3490 -3.2679 -4.3589
C -1.3496 -2.0633 -5.0613
C -1.0115 -0.8917 -4.4093
C -0.5859 -0.8973 -3.0866
P -0.5359 0.6641 -2.1546
C 0.8530 1.6755 -2.7767
C 1.4188 2.5700 -1.8737
C 2.4498 3.4057 -2.2601
C 2.9332 3.3382 -3.5558
C 2.3847 2.4362 -4.4521
C 1.3439 1.6062 -4.0739
C -1.9708 1.4748 -2.9396
C -3.1223 0.7072 -3.1218
C -4.1865 1.2066 -3.8438
C -4.1277 2.4865 -4.3740
C -3.0205 3.2798 -4.1284
C -1.9452 2.7818 -3.4121
H 2.4581 -0.2480 -1.1439
H -0.0048 -3.2439 -0.6016
H -0.9759 -4.2298 -2.5003
H -1.6721 -4.1727 -4.8506
H -1.6674 -2.0353 -6.0907
H -1.1325 0.0486 -4.9290
H 1.0418 2.5825 -0.8561
H 2.8826 4.1032 -1.5577
H 3.7436 3.9813 -3.8605
H 2.7701 2.3831 -5.4576
H 0.9283 0.9061 -4.7804
H -3.1646 -0.2990 -2.7243
H -5.0590 0.5925 -4.0024
H -4.9468 2.8639 -4.9669
H -2.9838 4.2913 -4.5035
H -1.0834 3.4084 -3.2366
F -2.5030 2.2231 0.0000
C -2.7285 0.8808 0.2793
F -3.3711 0.8953 1.4863
H -3.4652 0.5300 -0.4628
C -2.0462 2.7986 3.3725
N -1.3408 3.7007 2.5106
C -1.8132 5.0602 2.2916
C -0.6830 5.6871 1.4584
N 0.0279 4.5072 0.9992
C -0.3301 3.4212 1.6984
S 0.5318 1.9636 1.6162
H -3.0933 2.7257 3.0735
H -1.9995 3.1565 4.4034
H -1.5978 1.8060 3.3131
H -1.9703 5.5625 3.2484
H -2.7565 5.0312 1.7331
H -0.0229 6.3102 2.0745
H -1.0496 6.2781 0.6165
H 0.8733 4.5535 0.4557
```

Löwdin atomic charge list, values in e, 5 entries:
1. Ru 0.7977
2. S 1.1114
3. C -0.3563
4. C -0.1056
5. C -0.2772

***

3.
# C33H31F5IrN8PSTe

C33H31F5IrN8PSTe as an isolated structure (the ωB97M-V functional and the def2-TZVPD basis, OMol25).

Properties
* charge: +2
* energy above the lowest of the compared OMol25 structures with the same formula, charge and spin: 71.4 kJ/mol
* highest occupied orbital energy (spin up / spin down): -13.20 / -13.20 eV
* Kohn-Sham gap (spin up / spin down): 7.040 / 7.040 eV
* E_LUMO (spin up / spin down): -0.226 / -0.226 Ha

The geometry in XYZ format:
```
81
C33H31F5IrN8PSTe (the ωB97M-V functional and the def2-TZVPD basis)
Ir -0.0436 -0.4484 0.4488
C 2.1370 3.9910 3.3147
N 1.5094 3.2466 2.2366
C 0.9989 3.8009 1.0979
C 0.5168 2.7705 0.3431
N 0.7362 1.6055 1.0079
C 1.3326 1.9084 2.1542
P 1.9523 0.6990 3.3755
C 0.4026 -0.2277 3.5902
N -0.4255 -0.6154 2.6345
C -1.4492 -1.2827 3.2342
C -1.2323 -1.2953 4.5830
N -0.0641 -0.6279 4.7973
C 0.5644 -0.4253 6.0919
C 2.6751 -0.4069 2.1144
N 2.0265 -1.0261 1.1351
C 2.9460 -1.7544 0.4417
C 4.1707 -1.5759 1.0153
N 3.9883 -0.7266 2.0678
C 5.0364 -0.2097 2.9311
H 1.7629 5.0112 3.2995
H 3.2198 4.0171 3.1920
H 1.9027 3.5363 4.2740
H 1.0267 4.8588 0.9081
H 0.0482 2.7947 -0.6243
H -2.2673 -1.6919 2.6678
H -1.8071 -1.7316 5.3802
H -0.0412 -0.9028 6.8568
H 0.6448 0.6347 6.3273
H 1.5599 -0.8659 6.1065
H 2.6708 -2.3549 -0.4074
H 5.1358 -1.9755 0.7604
H 5.9541 -0.7587 2.7407
H 4.7644 -0.3222 3.9787
H 5.2169 0.8452 2.7257
N -3.7993 1.0103 -1.3154
C -3.2652 1.6602 -0.2876
S -2.4795 0.8039 0.9793
N -3.3581 2.9830 -0.1787
C -3.9688 3.9212 -1.0564
C -4.5855 5.0324 -0.4887
C -5.2003 5.9675 -1.3013
C -5.2028 5.8050 -2.6794
C -4.5622 4.7147 -3.2455
C -3.9377 3.7736 -2.4404
H -3.8197 0.0031 -1.2755
H -4.4584 1.4732 -1.9260
H -3.0514 3.3558 0.7080
H -4.5930 5.1524 0.5877
H -5.6872 6.8248 -0.8585
H -5.6873 6.5345 -3.3126
H -4.5461 4.5904 -4.3192
H -3.3885 2.9615 -2.8974
F -2.4107 -1.4265 -1.7341
C -1.5067 -0.6215 -2.3515
C -0.4221 -0.1701 -1.6217
C 0.5128 0.5481 -2.3624
F 1.6399 0.9540 -1.7475
C 0.3595 0.8536 -3.7032
F 1.2880 1.5456 -4.3526
C -0.7856 0.4341 -4.3663
F -0.9732 0.7534 -5.6363
C -1.7233 -0.3283 -3.6865
F -2.8184 -0.7597 -4.3042
C 0.5355 -3.1607 -2.2142
Te -0.4972 -3.2650 -0.3346
C 0.5112 -5.1887 -0.1529
C 1.2802 -5.4174 -1.4200
C 1.9762 -6.6077 -1.6158
C 2.6900 -6.8132 -2.7823
C 2.7058 -5.8364 -3.7714
C 2.0087 -4.6560 -3.5863
C 1.2917 -4.4414 -2.4123
H 1.2052 -2.2997 -2.2302
H -0.2010 -3.0118 -3.0031
H -0.2634 -5.9427 -0.0161
H 1.1528 -5.2023 0.7283
H 1.9601 -7.3728 -0.8505
H 3.2392 -7.7337 -2.9215
H 3.2565 -5.9992 -4.6874
H 2.0093 -3.8956 -4.3573
```

Löwdin atomic charge list, values in e, 5 entries:
1. Ir 0.9903
2. C -0.0041
3. N -0.1107
4. C -0.0145
5. C -0.1076

***

4.
# C33H31N10O9Sr

C33H31N10O9Sr as an isolated structure (the ωB97M-V functional and the def2-TZVPD basis, OMol25).

Properties
* charge: -1
* energy above the lowest of the compared OMol25 structures with the same formula, charge and spin: 40.1 kJ/mol
* highest occupied orbital energy: -4.67 eV
* Kohn-Sham gap: 6.330 eV
* E_LUMO: 0.061 Ha

The geometry in XYZ format:
```
84
C33H31N10O9Sr (the ωB97M-V functional and the def2-TZVPD basis)
Sr -0.4849 0.3939 0.8209
N -1.5425 2.8977 1.2315
C -2.7324 2.8700 0.3538
C -3.5752 1.5850 0.4681
O -4.7126 1.6290 -0.0420
N -2.9538 0.5821 1.0551
C -3.6422 -0.6941 1.1261
C -2.6651 -1.8795 1.2618
O -2.9881 -2.9735 0.7905
O -1.5578 -1.6236 1.8643
H -1.8509 2.9565 2.1957
H -0.9836 3.7203 1.0354
H -2.3838 2.9385 -0.6809
H -3.4021 3.7187 0.5183
H -4.2774 -0.8752 0.2546
H -4.3053 -0.7348 2.0028
C 1.1415 -2.5424 -0.4603
N 0.9758 -1.9150 0.8371
C 2.1067 -2.0047 1.7207
C 1.7870 -1.3043 3.0076
N 0.9144 -0.3523 3.1650
C 0.9494 -0.0386 4.5139
C 0.2057 0.8960 5.2293
C 0.4561 1.0201 6.5826
C 1.4237 0.2305 7.2216
C 2.1649 -0.7076 6.5266
C 1.9063 -0.8248 5.1664
N 2.4286 -1.6312 4.1739
C -0.0962 -2.3305 -1.2788
N -0.8534 -1.2735 -1.2063
C -1.8854 -1.4897 -2.1101
C -2.9946 -0.6988 -2.4010
C -3.8558 -1.1501 -3.3830
C -3.6302 -2.3597 -4.0585
C -2.5445 -3.1634 -3.7614
C -1.6842 -2.7027 -2.7723
N -0.5277 -3.2227 -2.2135
H 1.3549 -3.6214 -0.3968
H 1.9685 -2.0554 -0.9902
H 0.0982 -2.2101 1.2978
H 2.9739 -1.5162 1.2580
H 2.4112 -3.0402 1.9543
H -0.5536 1.4880 4.7346
H -0.1102 1.7334 7.1671
H 1.5884 0.3542 8.2842
H 2.9057 -1.3197 7.0249
H 3.0934 -2.3752 4.2827
H -3.1970 0.2159 -1.8544
H -4.7343 -0.5647 -3.6232
H -4.3321 -2.6779 -4.8188
H -2.3809 -4.1046 -4.2707
H -0.1405 -4.1351 -2.3701
O 1.8422 0.0068 -2.1279
C 0.8274 0.7254 -2.1724
O 0.3957 1.4991 -1.2785
C -0.0654 0.5785 -3.3998
C 0.1458 -0.4757 -4.2764
C -0.7462 -0.6721 -5.3124
C -1.8321 0.1525 -5.5413
C -1.9889 1.2047 -4.6627
C -1.1440 1.4275 -3.5911
N -3.1243 2.1239 -4.8787
O -3.2183 3.0852 -4.1476
O -3.9051 1.8538 -5.7720
N -0.5439 -1.8180 -6.2187
O -1.3336 -1.9661 -7.1307
O 0.4202 -2.5313 -6.0255
H 0.9819 -1.1385 -4.1092
H -2.5197 -0.0170 -6.3531
H -1.3215 2.2354 -2.8972
C 6.3498 2.6797 1.9480
C 4.9099 2.3025 1.7437
C 4.4701 1.6996 0.5751
C 3.1245 1.3856 0.4185
N 2.2157 1.6274 1.3628
C 2.6365 2.2023 2.4887
C 3.9531 2.5572 2.7224
H 6.9734 2.3132 1.1336
H 6.7331 2.2720 2.8847
H 6.4612 3.7646 1.9961
H 5.1618 1.4752 -0.2279
H 2.7563 0.9259 -0.4963
H 1.8837 2.3793 3.2495
H 4.2249 3.0248 3.6614
```

Löwdin atomic charge list, values in e, 5 entries:
1. Sr 1.4196
2. N -0.0707
3. C -0.1954
4. C -0.6368
5. O -0.0534

***

5.
# C33H31NO7

One molecule with the formula C33H31NO7 (the ωB97M-V functional and the def2-TZVPD basis, OMol25).

Properties
* energy above the lowest of the compared OMol25 structures with the same formula, charge and spin: 0.0 kJ/mol
* highest occupied orbital energy: -6.66 eV
* Kohn-Sham gap: 6.717 eV
* E_LUMO: 0.002 Ha

The geometry in XYZ format:
```
72
C33H31NO7 (the ωB97M-V functional and the def2-TZVPD basis)
C -5.1054 -0.6605 -2.5833
C -4.0889 -1.7297 -2.9695
C -3.0310 -1.9583 -1.8906
C -2.0347 -0.7940 -1.7865
C -1.1337 -0.9753 -0.6041
C 0.1180 -1.4698 -0.7311
C 0.9840 -1.7302 0.3840
C 2.2303 -2.3127 0.2924
C 2.8519 -2.8038 -0.9141
C 4.1657 -3.1534 -1.1184
C 4.2651 -3.5680 -2.4632
C 3.0176 -3.4451 -2.9902
O 2.1530 -2.9818 -2.0667
C 2.9812 -2.5374 1.5310
O 3.7238 -3.4631 1.7544
C 2.6523 -1.4885 2.6195
C 3.5185 -1.6499 3.8551
O 2.7643 -0.1615 2.0607
C 3.8195 0.1012 1.2788
O 4.6923 -0.6952 1.0336
C 3.7759 1.4787 0.7448
C 4.8550 1.9344 -0.0056
C 4.8632 3.2090 -0.5366
C 3.7751 4.0535 -0.3248
O 3.6705 5.3199 -0.7963
C 4.7340 5.8551 -1.5497
C 2.6865 3.5935 0.4247
C 2.6859 2.3244 0.9542
C 1.1537 -1.5911 2.9031
O 0.6770 -1.7521 4.0020
C 0.3843 -1.4186 1.6684
C -0.8927 -0.9642 1.7447
N -1.6533 -0.7073 0.6533
C -2.9524 -0.1664 0.8446
C -3.2490 1.1261 0.4388
C -4.5196 1.6449 0.6163
C -5.5096 0.8738 1.2192
O -6.7863 1.2737 1.4310
C -7.1725 2.5632 1.0161
C -5.1946 -0.4156 1.6587
C -3.9306 -0.9291 1.4759
H -5.5709 -0.9044 -1.6302
H -5.8840 -0.5923 -3.3391
H -4.6386 0.3174 -2.4933
H -3.6013 -1.4517 -3.9062
H -4.6183 -2.6695 -3.1386
H -3.5341 -2.0983 -0.9318
H -2.4741 -2.8710 -2.1112
H -1.4291 -0.7600 -2.6926
H -2.5854 0.1420 -1.7096
H 0.4871 -1.6803 -1.7196
H 4.9491 -3.1029 -0.3928
H 5.1448 -3.9110 -2.9686
H 2.6227 -3.6439 -3.9673
H 3.2434 -0.9067 4.5995
H 4.5648 -1.5376 3.5828
H 3.3644 -2.6448 4.2631
H 5.6896 1.2686 -0.1643
H 5.7159 3.5346 -1.1108
H 5.6594 5.8918 -0.9670
H 4.9027 5.2836 -2.4676
H 4.4305 6.8684 -1.8072
H 1.8547 4.2636 0.5755
H 1.8458 1.9747 1.5334
H -1.3373 -0.7473 2.7054
H -2.4794 1.7384 -0.0085
H -4.7217 2.6516 0.2877
H -7.0602 2.6865 -0.0657
H -8.2244 2.6537 1.2809
H -6.6016 3.3396 1.5346
H -5.9664 -0.9950 2.1391
H -3.6926 -1.9264 1.8150
```

natural (NBO) atomic charge list, values in e, 5 entries:
1. C -0.6089
2. C -0.3923
3. C -0.3854
4. C -0.4506
5. C 0.2554

***

6.
# C33H32As2Pd

C33H32As2Pd as an isolated structure (the ωB97M-V functional and the def2-TZVPD basis, OMol25).

Properties
* energy above the lowest of the compared OMol25 structures with the same formula, charge and spin: 42.9 kJ/mol
* highest occupied orbital energy: -6.63 eV
* Kohn-Sham gap: 7.421 eV
* E_LUMO: 0.029 Ha

The geometry in XYZ format:
```
68
C33H32As2Pd (the ωB97M-V functional and the def2-TZVPD basis)
Pd -0.2618 0.3613 0.2763
C -0.6433 -3.7411 -0.6199
C -1.3995 -2.4716 -0.3528
C -1.5086 -1.9805 0.9551
C -2.1747 -0.7839 1.2307
C -2.6729 -0.0131 0.1690
C -2.5199 -0.4829 -1.1417
C -1.9348 -1.7242 -1.3917
H -0.9862 -4.2260 -1.5344
H -0.7405 -4.4485 0.2047
H 0.4233 -3.5223 -0.7321
H -1.1290 -2.5774 1.7748
H -2.3721 -0.4981 2.2525
H -3.2476 0.8803 0.3628
H -2.9322 0.0900 -1.9615
H -1.8596 -2.0888 -2.4100
C 2.0918 0.6088 2.7719
C 3.1134 0.0399 1.7886
As 2.3358 -0.8785 0.2129
C 2.3747 0.5937 -1.0917
C 3.4787 1.4142 -1.2916
C 3.4091 2.4925 -2.1651
C 2.2286 2.7581 -2.8482
C 1.1192 1.9461 -2.6571
C 1.1924 0.8687 -1.7826
C 4.0127 -1.6980 -0.4151
C 5.2861 -1.3581 0.0330
C 6.4130 -1.9659 -0.5115
C 6.2791 -2.9197 -1.5109
C 5.0120 -3.2674 -1.9631
C 3.8901 -2.6624 -1.4131
As 0.7886 1.7811 1.8909
C -0.0774 2.5403 3.4623
C 0.6268 3.2203 4.4532
C -0.0382 3.7303 5.5602
C -1.4145 3.5666 5.6820
C -2.1230 2.8968 4.6945
C -1.4533 2.3877 3.5867
C 1.9557 3.2521 1.3842
C 1.5153 4.0706 0.3468
C 2.2962 5.1321 -0.0920
C 3.5330 5.3739 0.4924
C 3.9856 4.5545 1.5194
C 3.1975 3.4990 1.9641
H 2.5878 1.1153 3.6017
H 1.4790 -0.1846 3.1972
H 3.7289 -0.7063 2.2885
H 3.7798 0.8228 1.4269
H 4.4054 1.2170 -0.7645
H 4.2761 3.1262 -2.3104
H 2.1739 3.5983 -3.5308
H 0.1963 2.1490 -3.1859
H 0.3346 0.1945 -1.6870
H 5.4181 -0.6128 0.8070
H 7.3974 -1.6909 -0.1533
H 7.1572 -3.3915 -1.9345
H 4.8979 -4.0121 -2.7412
H 2.9047 -2.9430 -1.7700
H 1.6969 3.3661 4.3581
H 0.5148 4.2598 6.3266
H -1.9335 3.9682 6.5437
H -3.1958 2.7746 4.7833
H -1.9997 1.8738 2.8047
H 0.5680 3.8585 -0.1340
H 1.9455 5.7625 -0.9007
H 4.1467 6.1963 0.1453
H 4.9520 4.7367 1.9745
H 3.5629 2.8672 2.7650
```

natural (NBO) atomic charge list, values in e, 5 entries:
1. Pd 0.0678
2. C -0.6522
3. C 0.0868
4. C -0.2726
5. C -0.2213

***

Molecular weight, respectively: 934.34; 733.81; 1017.51; 799.29; 553.61; 684.88 g/mol.
Total energy, respectively: -233110.20690; -81699.02555; -90475.57427; -68892.70511; -50545.91440; -159896.66171 eV.